(1)
The following is a DFT calculation (ωB97M-V/def2-TZVPD) of a molecular structure, I2K.

The charge is -1. For the frontier orbital gap, the calculation gives 6.363 eV. The total energy is -1195.49905 Eh.

Geometry as XYZ:
```
3
I2K ωB97M-V/def2-TZVPD
I 2.4757 1.4440 -2.5428
K 0.0141 0.3503 0.6758
I -2.4898 -1.7943 1.8670
```

=====

(2)
The following is a DFT calculation (ωB97M-V/def2-TZVPD) of a molecular structure, C54H44BrLaN13O2 in a non-equilibrium geometry.

The energy above the lowest of the compared OMol25 structures with the same formula, charge and spin is 0.000 eV. The charge is +1. For the frontier orbital gap, the calculation gives 5.748 eV. The total energy is -5552.06638 Eh.

Geometry as XYZ:
```
115
C54H44BrLaN13O2 ωB97M-V/def2-TZVPD
H -1.2768 3.0770 6.2806
N 1.2890 3.0413 0.3568
C 2.9089 1.7308 -0.1195
H -1.2686 7.3629 -0.4216
O -4.7204 -1.0689 0.1925
H -1.9764 6.4088 -1.7187
H -3.4159 5.1939 1.2408
N 1.5956 -2.2032 0.0630
C 2.1759 0.6074 3.0098
C -5.1135 2.4332 -0.7860
H 0.2611 2.1225 -5.5635
C 0.5010 0.9631 -3.8944
H 3.7330 -9.1243 -0.5802
N -1.3104 0.8795 -2.2987
H 2.4552 -0.8052 -5.3720
C 1.3479 -3.2035 -0.8001
C 3.4807 2.9705 0.1688
H -1.2933 0.7100 8.1065
C 2.4064 3.7807 0.4724
H -7.2411 -0.6025 0.2401
H -3.7478 -0.9102 0.2289
H 5.6797 1.0377 -7.4781
H -8.3329 1.5470 -0.3132
O -2.4145 0.0526 0.0082
C 2.9154 0.0828 -5.7804
H -0.6368 3.3841 3.9560
C -2.6978 -2.9249 2.3240
C -1.9459 -0.0006 5.1266
C 0.1271 -3.7495 -2.9444
H 4.0704 -3.6673 1.7933
H -2.9643 6.9013 -0.3469
C -5.2698 0.1272 -0.1214
Br 1.5761 -0.1346 -2.7836
C 2.8697 -1.2662 1.9134
N -0.9103 -1.5651 2.2078
C -1.6207 0.1744 3.7798
H 4.8843 -1.8877 2.4138
C -1.8492 1.0203 6.0542
C 4.7236 1.1163 -6.9797
H 2.3480 -7.1068 -0.7040
H -0.8193 -3.3892 1.1966
C 0.1921 -3.0657 -1.7315
C 4.1381 -0.0104 -6.4228
C -0.0514 3.4995 0.5535
C 4.0807 -1.1899 2.6027
C -2.4624 4.7249 1.0333
H -2.7893 -0.0914 7.6362
H 1.8228 -5.1644 -1.5070
C -0.3978 4.6634 -0.1301
C 2.8421 2.4337 -6.2890
C -7.2557 1.4620 -0.3667
C 0.9581 1.4671 -5.0492
C 2.2624 1.3111 -5.6947
C 3.3382 -3.5402 1.0120
C 4.1264 -8.1800 -0.2232
H 0.3128 5.0709 -0.8396
C -6.4899 2.5622 -0.7317
N -0.6741 1.6262 2.0112
La -0.2042 -0.0756 0.2676
H 4.5177 3.2176 -7.3607
C 3.3681 0.6305 3.7233
H -6.9614 3.5072 -0.9594
N -0.9384 -3.6897 -3.7302
C -1.4109 -2.7401 1.8212
C -1.9535 -2.9551 -3.3052
C -0.8554 1.2218 -3.4428
H 3.3941 0.8089 -0.3954
H -3.1203 1.6857 -2.6805
C 2.5857 -2.3710 0.9511
C -1.8958 -2.2328 -2.1165
C -1.1220 1.4043 3.3034
H -2.2810 -0.9792 5.4451
C 4.0724 2.3395 -6.9147
C -0.9286 2.8698 1.4588
C -2.1429 3.5535 1.6818
C 2.0738 -4.3870 -0.8019
C -6.6562 0.2568 -0.0563
C -1.0174 2.4219 4.2751
C -2.1930 0.8094 7.4976
N 1.5842 1.7841 -0.0149
C 3.3501 -7.0329 -0.3038
C -1.9729 6.5586 -0.6379
N -1.8655 -0.9815 2.9617
H -2.8388 -2.9142 -3.9266
C -1.6060 5.3017 0.0923
H 3.5442 1.3932 4.4705
H 5.6480 -4.9662 1.0652
C -1.3784 2.2478 5.5914
H 4.5207 3.2372 0.1655
H 6.8560 -7.1006 1.1311
H -4.4960 3.2892 -1.0402
H 2.3265 3.3850 -6.2511
N 4.3298 -0.2507 3.5041
N 1.9343 -0.3301 2.1030
H -2.7627 1.6512 7.8915
C -4.4871 1.2246 -0.5017
N -2.6441 1.0267 -2.0679
H -2.7064 -1.5940 -1.7936
H -2.5494 2.0733 -0.2426
H -3.3595 -3.7572 2.1756
H 2.3448 4.8134 0.7673
N -0.8172 -2.2796 -1.3436
H -2.8559 3.1146 2.3674
H 1.4105 1.3602 3.1458
C 5.8500 -7.0630 0.7300
H -1.4969 1.7065 -4.1823
H -3.8121 -1.4594 3.6004
C -2.9822 1.1325 -0.6304
H 0.9603 -4.3395 -3.3032
H 4.6315 -0.9697 -6.4976
C 3.8713 -5.8327 0.1735
C 5.1592 -5.8603 0.7037
C 3.0969 -4.5771 0.1206
C -2.9472 -1.7764 3.0448
N 5.3530 -8.2062 0.2798
```